C3H9NO2 | ωB97M-V/def2-TZVPD

* LUMO: 0.64 eV
* relative energy (zero: lowest compared OMol25 entry of this formula, charge and spin): 24.44 kcal/mol
* total charge: 0
* SMILES: CN(C)C=O.O
* 2S+1: 1

```
15
C3H9NO2 (ωB97M-V/def2-TZVPD)
C 0.713 1.768 0.747
N 0.510 1.038 -0.479
C 1.299 1.417 -1.621
C -0.180 -0.101 -0.552
O -0.838 -0.568 0.371
H 0.620 1.053 1.567
H -0.069 2.517 0.838
H 1.762 2.053 0.820
H 1.045 0.856 -2.510
H 2.365 1.254 -1.448
H 1.270 2.470 -1.812
H -0.173 -0.654 -1.499
O -1.395 -3.083 1.364
H -1.508 -3.447 0.478
H -1.199 -2.137 1.253
```